{"formula": "C8H16N2O2S", "method": "wB97M-V/def2-TZVPD", "multiplicity": 1, "de_lowest_kcal_mol": 163.5, "largest_force_ev_per_a": 4.38, "lumo_ev": [0.248, 0.572], "species": ["C", "C", "C", "C", "C", "C", "C", "C", "N", "N", "O", "O", "S", "H", "H", "H", "H", "H", "H", "H", "H", "H", "H", "H", "H", "H", "H", "H", "H"], "positions_angstrom": [[0.7500, -0.0269, 0.8014], [1.4429, 2.4969, -3.5399], [1.4501, 1.1400, -4.1948], [1.1287, 1.1869, -2.8062], [-2.1795, 0.0047, 1.5328], [-1.8049, -2.4833, 1.8697], [-0.5753, -0.7336, 3.3066], [-1.1415, -1.0668, 1.9436], [1.7441, -0.4396, -0.0736], [2.5299, 0.5112, -0.5470], [0.6363, 1.1253, 1.1269], [0.0109, -1.1256, 1.0258], [-0.3590, 0.6932, -2.0678], [2.4334, 2.9704, -3.4571], [0.5607, 3.2155, -3.7998], [0.6432, 1.0210, -4.7711], [2.4448, 0.7582, -4.5029], [-2.5948, -0.5269, 0.5829], [-2.8040, -0.0465, 2.4175], [-1.8948, 0.9948, 1.4241], [-2.6315, -2.6068, 1.2288], [-2.0514, -2.6722, 2.9658], [-0.9853, -3.1548, 1.5577], [-0.3771, 0.3597, 3.2717], [-1.4496, -0.8853, 3.9981], [0.3415, -1.2182, 3.5859], [1.6459, -1.3125, -0.6182], [3.3047, 0.1102, -1.2088], [-0.2188, 1.7110, -1.0520]], "forces_ev_per_a": [[-0.1, -0.4, -1.2], [-1.1, 0.8, 0.4], [3.3, 0.1, 0.5], [0.1, 1.3, 1.2], [-0.5, -4.2, -1.0], [2.5, 0.6, 2.6], [-1.7, 1.5, 0.4], [0.5, 0.3, -0.7], [0.9, -0.8, -1.2], [2.4, 0.3, -1.8], [-0.5, -0.6, 0.8], [-0.7, 0.3, 0.4], [0.6, 1.9, 1.2], [-0.7, -0.2, 0.4], [1.7, -1.4, 0.6], [-2.6, -1.1, -2.8], [-0.9, 0.1, -0.1], [-0.1, 1.8, 1.6], [-1.1, 0.0, -0.4], [1.0, 1.6, -0.5], [-1.0, 0.2, -0.7], [-0.1, -0.4, -1.6], [-0.5, 0.0, 0.3], [0.0, -0.6, 0.3], [1.3, 0.0, -0.1], [0.1, -0.7, 0.2], [-0.2, 0.6, 1.0], [-2.1, 0.4, 1.6], [-0.5, -1.6, -1.3]], "mulliken_charge": [0.354, -0.429, -0.600, 0.187, -1.331, -1.369, -1.678, 1.376, 0.290, -0.671, -0.513, -0.351, -0.272, 0.221, 0.198, 0.340, 0.195, 0.301, 0.396, 0.387, 0.395, 0.296, 0.362, 0.376, 0.489, 0.357, 0.295, 0.221, 0.178]}

{"formula": "C8H16N2O3", "method": "wB97M-V/def2-TZVPD", "smiles": "CC(C)C[C@H](N)C(=O)NCC(=O)O", "multiplicity": 1, "de_lowest_kcal_mol": 24.5, "largest_force_ev_per_a": 2.70, "lumo_ev": 0.516, "species": ["C", "C", "C", "C", "C", "C", "C", "C", "H", "H", "H", "H", "H", "H", "H", "H", "H", "H", "H", "H", "H", "H", "H", "H", "N", "N", "O", "O", "O"], "positions_angstrom": [[-0.8547, -0.2428, 0.3987], [0.4911, -0.8547, -0.0011], [-1.7375, 0.0065, -0.8376], [-3.2768, 0.0569, -0.6074], [-3.8619, -1.1077, 0.2629], [-3.7745, 1.4162, -0.0533], [2.8223, -0.8302, 0.6432], [3.2344, 0.3858, -0.1829], [0.0624, 1.5869, 0.6667], [-1.4873, 1.4897, 1.3066], [-1.3925, -0.9098, 1.0420], [-1.3868, 0.8188, -1.5341], [-1.5305, -0.8923, -1.4246], [-3.6745, 0.0038, -1.5969], [-4.9456, -1.2456, 0.1606], [-3.4007, -2.0463, 0.0279], [-3.6635, -0.8652, 1.3192], [-4.8603, 1.4455, -0.0642], [-3.3230, 2.1315, -0.8426], [-3.2930, 1.6556, 0.9541], [1.3093, -0.0855, 1.7530], [3.4298, -0.8308, 1.5462], [3.0549, -1.6854, 0.0502], [2.7232, 2.1175, -0.6888], [-0.6107, 0.9787, 1.2074], [1.4294, -0.7725, 1.0263], [0.6377, -1.4582, -1.0577], [4.3554, 0.4560, -0.6255], [2.3061, 1.3633, -0.3224]], "forces_ev_per_a": [[-0.3, 2.1, -0.7], [-0.7, -0.7, 0.6], [0.0, -1.0, -0.4], [0.0, 0.0, 1.3], [0.4, 1.1, 0.0], [2.4, 0.5, -1.1], [-0.7, 1.0, 0.0], [1.3, -0.3, -0.1], [-1.2, -0.7, 0.8], [0.5, -0.1, 0.0], [-0.1, -0.8, 0.3], [-0.2, -0.3, 1.1], [-0.3, -0.1, -0.2], [-0.5, -0.3, -0.8], [0.2, 0.3, -0.1], [0.3, -0.6, -0.1], [-0.1, -0.3, -0.2], [0.0, 0.3, 0.3], [-1.1, -0.4, 1.5], [-1.2, -0.2, -1.2], [-0.9, 0.1, -0.1], [0.2, -0.1, -0.1], [0.1, -0.7, -0.3], [0.9, 1.3, -0.9], [1.1, 0.6, -0.7], [0.5, -0.4, -1.2], [0.6, 0.8, 1.2], [-0.7, 0.4, 0.0], [-0.7, -1.6, 1.0]], "mulliken_charge": [0.639, 0.156, -1.118, 0.644, -1.593, -1.246, -0.656, 0.512, 0.245, 0.221, 0.200, 0.257, 0.378, 0.359, 0.403, 0.396, 0.350, 0.420, 0.286, 0.213, 0.393, 0.371, 0.322, 0.344, -0.669, -0.237, -0.652, -0.570, -0.365]}

{"formula": "C8H16N2O3S", "method": "wB97M-V/def2-TZVPD", "multiplicity": 1, "de_lowest_kcal_mol": 250.4, "largest_force_ev_per_a": 8.55, "lumo_ev": 0.001, "species": ["C", "C", "C", "C", "C", "C", "C", "C", "H", "H", "H", "H", "H", "H", "H", "H", "H", "H", "H", "H", "H", "H", "H", "H", "N", "N", "O", "O", "O", "S"], "positions_angstrom": [[1.3989, -1.7260, 1.1957], [1.1221, -0.2898, 0.6750], [0.0183, -2.2402, 1.7543], [-0.2739, -1.6914, 3.1456], [0.4394, -3.7251, 1.8598], [-0.5915, 0.8686, -0.7153], [-1.6913, 0.5339, -1.6644], [0.1572, 1.7567, -1.6035], [3.4466, -2.8551, 1.8275], [2.9417, -0.4292, 1.9640], [1.8926, -2.5591, 0.4338], [-0.8717, -2.0172, 1.1674], [-0.5040, -0.6333, 3.0598], [-0.9601, -2.2083, 4.1362], [0.9292, -1.7058, 3.4943], [-0.5616, -4.2144, 2.1266], [0.9266, -4.2149, 0.9354], [1.1456, -3.8990, 2.6191], [-0.4651, -1.0325, -0.4939], [-1.2788, 1.6526, -0.0587], [0.3694, 1.1342, -2.4601], [1.0385, 2.1210, -1.0911], [-1.4625, 2.9943, -2.4416], [-3.1072, 1.5136, -2.6133], [2.4496, -1.8486, 2.2255], [-0.0091, -0.1965, -0.1885], [1.6745, 0.6322, 1.3985], [-1.6318, -0.4755, -2.5115], [-2.5789, 1.6409, -1.5737], [-0.2343, 3.4605, -2.0784]], "forces_ev_per_a": [[1.5, -1.8, -2.5], [0.0, 1.3, 2.9], [1.1, -1.9, 0.5], [3.0, -0.4, 3.5], [-3.5, -1.6, -1.4], [-6.2, 5.8, 0.9], [-0.4, -3.3, -3.1], [3.4, 1.8, -0.8], [-3.5, 4.0, 1.1], [-1.5, -4.1, 0.9], [-2.4, 2.7, 0.8], [0.4, -0.6, -0.7], [-0.4, 0.1, 0.3], [2.0, 1.1, -3.7], [-3.3, 0.2, 0.2], [1.6, -0.3, -0.3], [-1.3, 0.9, 1.1], [0.6, 0.1, 1.3], [0.6, -0.9, 0.1], [2.2, -2.0, -0.1], [0.8, 0.3, -0.5], [1.0, -1.2, 0.3], [0.4, 1.3, -0.2], [1.8, 0.7, 4.5], [4.3, 1.9, -1.7], [4.4, -2.4, 2.8], [-1.8, -2.3, -3.8], [-1.3, 5.7, 4.4], [-1.7, -4.0, -6.3], [-1.8, -1.0, -0.3]], "mulliken_charge": [0.107, 0.075, 0.376, -1.226, -1.495, 0.407, 0.269, -0.946, 0.270, 0.382, 0.368, 0.426, 0.334, 0.245, 0.312, 0.403, 0.323, 0.371, 0.411, 0.204, 0.526, 0.266, 0.089, 0.447, -0.894, -0.034, -0.685, -0.611, -0.518, -0.200]}

{"formula": "C8H16N3O2", "method": "wB97M-V/def2-TZVPD", "total_charge": 1, "multiplicity": 1, "de_lowest_kcal_mol": 93.0, "largest_force_ev_per_a": 3.94, "lumo_ev": -3.284, "species": ["C", "C", "C", "C", "C", "C", "C", "C", "N", "N", "N", "O", "O", "H", "H", "H", "H", "H", "H", "H", "H", "H", "H", "H", "H", "H", "H", "H", "H"], "positions_angstrom": [[-1.1078, -0.3968, 1.1195], [-0.5803, -1.7352, 0.9997], [2.5289, -0.0636, 0.4911], [2.1000, -1.4861, 0.0178], [0.4555, -0.0844, -0.7327], [0.4959, 0.1575, -2.2486], [-2.5057, 2.0735, -0.7506], [-0.9678, 0.3659, -0.2225], [-0.1874, 0.2191, 2.0140], [-0.6587, -2.7948, 1.5447], [-1.2516, 1.6979, -0.0290], [1.4731, 0.7695, -0.1027], [0.7505, -1.3626, -0.3178], [-2.1455, -0.6226, 1.4593], [2.3610, 0.0941, 1.6440], [3.5102, 0.2532, 0.1047], [2.7131, -1.6732, -0.7686], [2.3670, -2.2859, 0.7398], [1.4659, -0.1990, -2.6832], [0.3960, 1.1801, -2.3829], [-0.3603, -0.3405, -2.7466], [-2.8326, 3.0656, -0.5301], [-2.2846, 1.9521, -1.7947], [-3.3030, 1.4305, -0.4264], [-1.8016, -0.0490, -1.0376], [0.1699, 1.0557, 1.7499], [-0.0856, -3.6722, 1.5893], [-0.6665, 2.4497, 0.3389], [-0.0480, 0.0015, 2.9612]], "forces_ev_per_a": [[-0.3, 0.0, 0.1], [-0.2, -2.4, 1.1], [-2.3, 0.6, 1.7], [1.5, 1.3, 3.1], [0.5, 3.8, -1.0], [0.7, -2.9, 0.3], [1.4, 0.0, 0.8], [-1.1, -3.0, -0.8], [-1.0, -1.9, 0.4], [1.5, -0.6, -0.8], [-1.5, 2.2, -0.8], [0.1, -1.1, -0.6], [-1.2, -1.8, 0.3], [0.4, 0.9, -0.1], [1.0, -0.5, -2.2], [-0.4, -0.2, 0.4], [1.1, -0.9, -3.1], [-1.0, 0.5, -0.1], [-0.9, 0.4, 0.3], [-0.1, 2.0, -0.3], [0.6, 0.1, 0.2], [0.1, 0.8, 0.1], [-0.5, 0.1, -0.7], [-0.4, -0.4, 0.0], [2.3, 0.7, 2.2], [1.1, 2.8, -0.9], [-1.0, 1.3, -0.3], [0.0, -1.0, -0.5], [-0.5, -0.6, 1.1]], "mulliken_charge": [0.769, -0.018, -0.293, -0.531, 1.477, -1.725, -0.920, -1.267, -0.485, -0.380, -0.122, -0.474, -0.412, 0.481, 0.218, 0.355, 0.398, 0.341, 0.362, 0.423, 0.342, 0.362, 0.315, 0.303, 0.555, 0.147, 0.332, 0.263, 0.184]}

{"formula": "C8H16N3O4", "method": "wB97M-V/def2-TZVPD", "total_charge": 1, "multiplicity": 3, "largest_force_ev_per_a": 5.20, "lumo_ev": [-2.371, -7.950], "s2": 2.008, "species": ["C", "C", "C", "C", "C", "C", "C", "C", "N", "N", "N", "O", "O", "O", "O", "H", "H", "H", "H", "H", "H", "H", "H", "H", "H", "H", "H", "H", "H", "H", "H"], "positions_angstrom": [[0.3338, 0.0800, -2.5917], [-0.9926, -1.1548, 0.4454], [0.9661, -0.1500, -0.3673], [2.0563, 0.8556, -0.0415], [0.6717, -0.2350, 4.0084], [1.4201, -1.3444, -4.2526], [-3.3712, -1.0754, 0.2326], [-0.3689, 0.3648, 3.0493], [0.0609, 0.3994, -1.3535], [0.0730, -0.1901, 0.8382], [0.2662, 0.5622, 1.7817], [-0.5173, 0.4165, -3.5528], [-0.9033, -2.1987, -0.1629], [1.2622, -0.8368, -2.8936], [-2.1084, -0.4692, 0.7921], [1.0055, -1.2227, -0.4839], [1.5162, 1.8828, -0.1484], [2.7966, 0.8697, -0.7839], [2.4958, 0.7872, 0.9273], [1.2955, -0.9680, 3.5231], [1.3471, 0.4955, 4.4118], [0.1518, -0.9057, 4.6775], [0.9587, -2.3425, -4.1382], [2.5010, -1.4323, -4.4609], [0.8466, -0.7039, -5.0216], [-4.1949, -0.3773, 0.4705], [-3.5727, -2.0087, 0.8278], [-3.2354, -1.1976, -0.8282], [-0.6655, 1.3786, 3.4027], [-1.2369, -0.3349, 3.1226], [-1.3191, 0.7097, -3.1519]], "forces_ev_per_a": [[-1.1, -1.7, 1.8], [-3.2, 0.7, 0.2], [-0.9, 1.2, -0.1], [-1.8, 1.7, -0.7], [-0.3, -0.7, -0.4], [-1.2, 0.1, -0.5], [0.0, -0.1, 2.1], [1.2, 1.3, 2.9], [1.4, -0.1, -2.0], [1.3, -3.5, -3.6], [-3.0, 0.5, 2.0], [1.5, -0.4, -0.9], [0.7, 2.5, 1.7], [0.1, 1.8, -0.1], [-0.4, -1.7, -0.9], [1.8, -0.3, -0.6], [1.0, -1.7, 0.4], [1.1, -0.2, -1.0], [0.3, -0.4, 0.7], [0.3, -0.1, -0.8], [-0.1, 0.2, 0.7], [-0.1, 0.6, 1.0], [0.4, 0.4, -0.8], [-0.7, 0.2, 0.1], [1.1, -1.1, 1.3], [0.8, -0.1, -0.2], [0.3, 0.7, -1.1], [0.0, -0.3, -0.2], [-0.1, -0.9, -0.1], [0.4, 0.7, -1.4], [-0.9, 0.7, 0.6]], "mulliken_charge": [0.750, 0.459, 0.418, -1.667, -1.185, -0.654, -0.681, -0.238, -0.636, 1.158, -0.651, -0.485, -0.439, -0.309, -0.335, 0.505, 0.433, 0.367, 0.441, 0.374, 0.354, 0.364, 0.274, 0.246, 0.308, 0.249, 0.315, 0.309, 0.362, 0.254, 0.342]}

{"formula": "C8H16N3S", "method": "wB97M-V/def2-TZVPD", "total_charge": 1, "multiplicity": 1, "de_lowest_kcal_mol": 130.6, "largest_force_ev_per_a": 4.28, "lumo_ev": [-3.588, -3.588], "species": ["C", "C", "C", "C", "C", "C", "C", "C", "N", "N", "N", "S", "H", "H", "H", "H", "H", "H", "H", "H", "H", "H", "H", "H", "H", "H", "H", "H"], "positions_angstrom": [[-0.5063, 2.1942, -0.6365], [-0.0017, 2.3599, 0.7133], [-3.9426, -0.6626, -0.5729], [-1.7506, -0.3149, 0.7154], [0.1419, 1.0750, -0.0414], [3.2574, -0.3494, -0.5010], [1.8019, -1.8464, 0.8182], [2.1229, -0.4307, 0.4717], [-3.6026, 0.5420, 0.0145], [-2.5622, 0.7269, 0.6501], [0.9521, 0.1067, -0.3647], [-2.3555, -1.8302, -0.1538], [-1.5804, 2.3739, -0.6791], [0.0636, 2.7161, -1.4790], [1.0193, 2.8377, 0.8250], [-0.6619, 2.3375, 1.5351], [-4.8522, -1.1242, -0.1107], [-3.8849, -0.3979, -1.7124], [-0.9642, -0.5919, 1.3759], [3.5961, 0.7042, -0.7837], [4.1200, -0.9536, -0.2764], [2.7438, -0.7678, -1.5657], [0.9740, -1.8948, 1.5928], [2.6330, -2.3157, 1.4188], [1.5277, -2.3610, -0.1150], [2.2591, 0.1587, 1.3274], [-1.5022, -1.8579, -1.1514], [0.9548, -0.4338, -1.3143]], "forces_ev_per_a": [[-1.0, 2.2, -3.5], [4.1, -0.8, 1.0], [0.7, 0.6, -2.0], [1.0, -1.6, -0.5], [0.3, -1.4, -0.5], [-0.7, 0.6, -3.9], [-0.5, -0.8, 2.1], [-1.1, -0.1, -1.9], [-1.7, 2.0, -0.3], [0.1, -1.2, 1.0], [0.8, -0.3, -0.5], [-0.9, 0.8, 1.7], [0.2, -0.7, -0.4], [-0.8, -0.9, 1.1], [-1.5, -0.3, 0.3], [-0.7, 0.3, 0.8], [0.9, 0.0, -0.8], [-0.7, -1.4, 1.9], [0.0, 0.6, 0.9], [-0.5, -1.3, 0.7], [0.2, -0.3, 0.2], [1.9, 0.8, 2.5], [0.5, 0.1, -1.2], [-0.5, 0.2, -1.2], [0.3, -0.4, 0.6], [0.0, 1.1, 1.1], [0.3, 0.3, -1.2], [-0.5, 1.8, 2.1]], "mulliken_charge": [-0.672, -0.403, -0.249, -0.589, 0.184, -1.118, -1.104, 0.201, -0.725, 0.075, 0.045, -0.054, 0.313, 0.243, 0.256, 0.270, 0.338, 0.304, 0.863, 0.293, 0.411, 0.250, 0.274, 0.406, 0.279, 0.362, 0.171, 0.376]}